Version one
Molecular formula: C5H12N2O2
Method: DFT, ωB97M-V with the def2-TZVPD basis set

```
! wB97M-V def2-TZVPD RIJCOSX def2/J DEFGRID3
* xyz 0 1
C -1.5105 -1.2730 -0.5909
C 0.0853 -0.5807 1.7047
C 0.8936 1.4773 0.7305
C 1.3676 -0.5881 -0.4615
C -0.8870 0.2090 -0.4716
N -0.6049 0.6963 -1.7505
N 0.3768 0.1544 0.4168
O -2.3496 -1.6600 0.2133
O -1.0508 -1.8501 -1.5871
H -0.5432 -1.4612 1.4688
H 0.9750 -0.8346 2.2411
H -0.5822 0.0615 2.2303
H 1.2165 1.8811 -0.2518
H 0.1234 2.1250 1.0061
H 1.6502 1.5098 1.4657
H 2.2488 -0.9695 -0.0339
H 0.7755 -1.3680 -0.7766
H 1.3796 0.2048 -1.3407
H -1.6627 1.0163 0.4169
H -1.0998 1.3863 -2.2243
H -0.8018 -0.1366 -2.4052
*
```

Output
Highest occupied orbital energy in Ha: -0.319
Lowest unoccupied orbital energy in Eh: 0.015
Orbital gap in eV: 9.0857

Atom charges from the natural (NBO) analysis, given in e for atoms 1 to 4:
1 C 0.713
2 C -0.425
3 C -0.415
4 C -0.448

=====

Version two
Molecular formula: C5H12N2O2
Method: DFT, ωB97M-V with the def2-TZVPD basis set

```
! wB97M-V def2-TZVPD RIJCOSX def2/J DEFGRID3
* xyz 0 1
C -1.6850 3.0008 -0.7544
C -0.6805 1.9345 -0.2941
C -1.1764 0.6780 0.3431
N -1.7249 -0.2664 -0.5601
O -1.1775 0.3439 1.5125
H -2.6239 2.5520 -0.9857
H -1.4088 3.4632 -1.6061
H -1.8055 3.5270 0.1260
H -0.3066 1.6109 -1.4158
H 0.0856 2.5143 0.3522
H -1.7368 -1.1452 -0.1871
H -1.6753 -0.0742 -1.5163
C 1.8026 -1.4098 1.3399
C 1.5076 -1.8186 -0.0374
N 2.0827 -3.0222 -0.2752
O 1.0458 -1.1245 -0.8747
H 2.4915 -0.5779 1.3499
H 2.0010 -2.1257 2.1458
H 0.9297 -0.8359 1.7921
H 1.8330 -3.5957 -0.9574
H 2.2217 -3.6285 0.5027
*
```

Output
SMILES string: CCC(N)=O.CC(N)=O
Highest occupied orbital energy in Ha: -0.352
Lowest unoccupied orbital energy in Eh: 0.030
Orbital gap in eV: 10.4140

Atom charges from the natural (NBO) analysis, given in e for atoms 1 to 4:
1 C -0.590
2 C -0.492
3 C 0.685
4 N -0.826

=====

Most stable structure: version two

=====

Version one
Molecular formula: C5H12N2O2
Method: DFT, ωB97M-V with the def2-TZVPD basis set

```
! wB97M-V def2-TZVPD RIJCOSX def2/J DEFGRID3
* xyz 0 1
C -0.2232 2.1508 1.4429
O -0.8319 1.0785 0.7402
C -0.4271 -0.2896 1.1618
C -1.5669 -1.1872 0.7230
O 0.1221 -0.4632 2.2496
H 0.4709 2.6829 0.7770
H 0.3352 1.8140 2.3217
H -0.9984 2.8550 1.7572
H -2.2411 -1.3343 1.5679
H -1.1802 -2.1618 0.4222
H -2.1177 -0.7862 -0.1299
N 0.0474 0.2983 -2.3788
C 0.8484 0.5102 -1.3181
C 1.2298 -0.5068 -0.4524
N 1.1557 -1.8457 -0.8851
H -0.5418 1.0698 -2.6675
H -0.3600 -0.6338 -2.3979
H 1.1390 1.5395 -1.1423
H 2.0669 -0.2856 0.2080
H 1.5499 -2.0127 -1.8061
H 1.5230 -2.4921 -0.1934
*
```

Output
SMILES string: COC(C)=O.N/C=C\N
Highest occupied orbital energy in Ha: -0.276
Lowest unoccupied orbital energy in Eh: 0.026
Orbital gap in eV: 8.2167

Atom charges from the natural (NBO) analysis, given in e for atoms 1 to 4:
1 C -0.267
2 O -0.592
3 C 0.801
4 C -0.711

=====

Version two
Molecular formula: C5H12N2O2
Method: DFT, ωB97M-V with the def2-TZVPD basis set

```
! wB97M-V def2-TZVPD RIJCOSX def2/J DEFGRID3
* xyz 0 1
C 1.2562 -0.6023 1.9206
C 0.4647 -0.6126 0.6405
C 0.6840 -1.8534 -0.1883
C -0.4802 0.3212 0.3177
C -0.8220 1.4891 1.2170
N -1.0239 0.3273 -0.9592
O -2.2673 0.9302 -1.0798
N -0.0104 0.8827 -1.9415
O 0.0828 0.2749 -3.2339
H 1.3889 0.3996 2.3337
H 2.2596 -1.0037 1.7439
H 0.7733 -1.2324 2.6752
H 1.7031 -1.8710 -0.5849
H 0.5378 -2.7440 0.4347
H -0.0134 -1.9454 -1.0232
H -1.9010 1.6691 1.2312
H -0.3391 2.4029 0.8557
H -0.5162 1.3288 2.2524
H -2.2086 1.3332 -1.9619
H 0.9242 1.0076 -1.5481
H -0.4924 -0.5018 -3.1018
*
```

Output
SMILES string: CC(C)=C(C)N(O)NO
Highest occupied orbital energy in Ha: -0.284
Lowest unoccupied orbital energy in Eh: 0.032
Orbital gap in eV: 8.6215

Atom charges from the natural (NBO) analysis, given in e for atoms 1 to 4:
1 C -0.643
2 C 0.005
3 C -0.644
4 C 0.117

=====

Version three
Molecular formula: C5H12N2O2
Method: DFT, ωB97M-V with the def2-TZVPD basis set

```
! wB97M-V def2-TZVPD RIJCOSX def2/J DEFGRID3
* xyz 0 1
H -0.8775 2.5086 -0.1697
N -0.7812 1.6582 0.3879
C -0.0314 0.8107 -0.1623
C 0.4085 0.9068 -1.5971
C 0.5360 -0.2353 0.8054
C 0.1021 -1.5996 0.2120
C 2.0322 -0.2900 0.6362
H 1.0568 1.8320 -1.4101
H -0.3345 1.2271 -2.2583
H 1.0889 0.0574 -1.9325
H 0.3883 0.0181 1.8521
H 0.5076 -2.4466 0.7363
H 0.3411 -1.6169 -0.7861
H -0.9787 -1.5748 0.3260
H 2.5031 -1.1053 1.1968
H 2.6451 0.6611 0.8067
H 2.2294 -0.3659 -0.4274
O -3.2564 -1.2479 -0.4030
N -2.4957 -0.3862 -0.0481
O -2.9493 0.3704 0.9579
H -2.1344 0.8180 1.2774
*
```

Output
SMILES string: [H]/N=C(\C)C(C)C.O=NO
Highest occupied orbital energy in Ha: -0.356
Lowest unoccupied orbital energy in Eh: 0.025
Orbital gap in eV: 10.3690

Atom charges from the natural (NBO) analysis, given in e for atoms 1 to 4:
1 H 0.342
2 N -0.732
3 C 0.413
4 C -0.712

=====

Version four
Molecular formula: C5H12N2O2
Method: DFT, ωB97M-V with the def2-TZVPD basis set

```
! wB97M-V def2-TZVPD RIJCOSX def2/J DEFGRID3
* xyz 0 1
C 0.5009 2.0232 0.4265
C 0.8101 0.7952 -0.3752
O 2.1285 0.3459 -0.3033
C 0.0759 0.4239 -1.4627
N 0.4763 -0.5773 -2.3349
H 1.2339 2.8102 0.2433
H 0.5309 1.7736 1.4890
H -0.4970 2.3924 0.2047
H 2.4132 0.4300 0.6144
H -0.8736 0.8899 -1.6738
H 1.4359 -0.8575 -2.1739
H 0.2196 -0.4413 -3.3028
C -2.0050 -0.7754 0.9374
N -0.8015 -1.4711 0.5415
C 0.4112 -1.2158 1.1637
O 0.5254 -0.6664 2.2493
H -2.8403 -1.4720 1.0160
H -2.2448 0.0091 0.2162
H -1.8190 -0.3126 1.9066
H -0.8614 -2.1869 -0.1648
H 1.1809 -1.9170 0.7827
*
```

Output
SMILES string: C/C(O)=C/N.CNC=O
Highest occupied orbital energy in Ha: -0.274
Lowest unoccupied orbital energy in Eh: 0.032
Orbital gap in eV: 8.3115

Atom charges from the natural (NBO) analysis, given in e for atoms 1 to 4:
1 C -0.662
2 C 0.190
3 O -0.721
4 C -0.060

=====

Most stable structure: version four

=====

Version one
Molecular formula: C2H3O3S2
Method: DFT, ωB97M-V with the def2-TZVPD basis set

```
! wB97M-V def2-TZVPD RIJCOSX def2/J DEFGRID3
* xyz -1 1
C 0.0715 0.9427 -0.3201
C -1.0942 -0.7115 0.5006
O -0.7345 0.6890 2.6915
O -1.1752 -1.7317 2.8125
O 0.9905 -0.9057 2.0284
S -1.6761 0.7209 -0.2970
S -0.4349 -0.6390 2.1901
H 0.5130 1.3172 0.5842
H 0.6512 0.3767 -1.0259
H -0.9541 -1.5931 -0.1074
*
```

Output
Highest occupied orbital energy (alpha / beta) in Ha: -0.172 / -0.172
Lowest unoccupied orbital energy (alpha / beta) in Eh: 0.121 / 0.121
Orbital gap (alpha / beta) in eV: 7.9922 / 7.9928

Atom charges from the natural (NBO) analysis, given in e for atoms 1 to 4:
1 C -0.561
2 C -0.618
3 O -1.016
4 O -1.018

=====

Version two
Molecular formula: C2H3O3S2
Method: DFT, ωB97M-V with the def2-TZVPD basis set

```
! wB97M-V def2-TZVPD RIJCOSX def2/J DEFGRID3
* xyz -1 1
C 0.4657 1.5464 -0.2824
C -0.2829 0.2823 -0.3735
O 2.3097 -0.3035 1.4563
O 2.6400 -1.0191 -0.8541
O 2.1006 1.5117 -0.4786
S -0.0690 3.0072 0.2029
S 2.9343 0.0138 0.1689
H 0.3931 -0.3840 0.3316
H -1.3136 0.4059 -0.0235
H -0.2238 -0.2111 -1.3882
*
```

Output
Highest occupied orbital energy in Ha: -0.158
Lowest unoccupied orbital energy in Eh: 0.123
Orbital gap in eV: 7.6593

Atom charges from the natural (NBO) analysis, given in e for atoms 1 to 4:
1 C 0.231
2 C -0.773
3 O -1.022
4 O -1.028

=====

Most stable structure: version two

=====

Version one
Molecular formula: C4H11N3
Method: DFT, ωB97M-V with the def2-TZVPD basis set

```
! wB97M-V def2-TZVPD RIJCOSX def2/J DEFGRID3
* xyz 0 1
C -3.2698 -0.4201 -0.3146
C -2.0688 -0.3506 0.4566
C -0.7413 0.1651 -0.5735
N 0.3863 0.5912 0.0711
N 1.6464 -0.0651 -0.2320
C 2.7434 0.9123 -0.3230
N 1.7787 -1.1626 0.6218
H -4.0222 -1.0343 0.1546
H -3.6697 0.6668 -0.4535
H -3.1588 -0.7350 -1.3016
H -1.9119 -0.2965 1.5539
H -1.0443 0.5256 -1.5077
H 0.0616 0.6884 1.0629
H 3.7013 0.5372 -0.7109
H 2.3884 1.7553 -0.9924
H 2.9213 1.3087 0.7685
H 2.2996 -0.9514 1.5592
H 1.9597 -2.1351 0.1606
*
```

Output
SMILES string: C/C=C/NN(C)N
Highest occupied orbital energy (alpha / beta) in Ha: -0.261 / -0.271
Lowest unoccupied orbital energy (alpha / beta) in Eh: 0.038 / 0.039
Orbital gap (alpha / beta) in eV: 8.1194 / 8.4239

Atom charges from the natural (NBO) analysis, given in e for atoms 1 to 4:
1 C -0.685
2 C -0.215
3 C 0.009
4 N -0.514

=====

Version two
Molecular formula: C4H11N3
Method: DFT, ωB97M-V with the def2-TZVPD basis set

```
! wB97M-V def2-TZVPD RIJCOSX def2/J DEFGRID3
* xyz 0 1
N 2.2814 1.2877 -0.2676
C 1.8444 0.1547 -1.0165
C 0.9007 -0.8191 -0.3793
N 2.3599 -1.1462 -0.6714
H 2.4832 1.0082 0.6868
H 3.1420 1.6571 -0.6604
H 1.6653 0.3989 -2.0617
H 0.7505 -0.7659 0.6910
H 0.1834 -1.3604 -0.9852
H 2.4789 -1.7754 -1.4584
H -3.4495 -1.1432 -0.0610
N -2.7392 -0.6427 -0.5946
C -2.0402 0.1497 0.0774
C -2.1589 0.5190 1.5199
H -1.1416 0.6024 -0.4573
H -1.1900 0.4639 1.9989
H -2.5134 1.5502 1.6064
H -2.8569 -0.1390 2.0329
*
```

Output
SMILES string: N[C@@H]1CN1.[H]/N=C\C
Highest occupied orbital energy in Ha: -0.348
Lowest unoccupied orbital energy in Eh: 0.040
Orbital gap in eV: 10.5529

Atom charges from the natural (NBO) analysis, given in e for atoms 1 to 4:
1 N -0.825
2 C 0.073
3 C -0.297
4 N -0.628

=====

Most stable structure: version two